This record from the OMol25 dataset describes a structure of composition C10H32O7 at a distorted geometry. The level of theory is ωB97M-V/def2-TZVPD.

Output
LUMO energy: 0.291 eV
F_max: 15.86 eV/A
Energy: -25197.486 eV
Relative energy (zero: lowest compared OMol25 entry of this formula, charge and spin): 543.0 kcal/mol

Element x y z (Å)
C -0.6266 1.0065 -2.3980
C -1.8699 0.6667 -3.2499
C -2.6649 -0.4838 -2.4792
O -1.5901 -1.0225 -1.7083
C -0.5336 -0.0888 -1.3693
H -0.7287 1.9207 -1.8133
H 0.2413 1.1039 -3.0502
H -1.5751 0.2585 -4.2166
H -2.5550 1.4952 -3.4294
H -3.1558 -1.2394 -3.0926
H -3.4373 -0.1807 -1.7724
H 0.4104 -0.6239 -1.2670
H -0.7427 0.3640 -0.4001
C -1.8397 1.5472 3.2246
O -0.5099 1.1087 2.8530
H -2.1878 0.9794 4.0874
H -1.6579 2.5709 3.5519
H -2.5782 1.4294 2.4316
H -0.6484 0.1609 2.9170
C 0.4515 0.3386 0.9280
O 0.2638 -1.0181 0.5977
H 1.4447 0.4548 1.3618
H 0.4405 1.0531 0.1049
H -0.3362 0.6511 1.6134
H 0.9561 -1.2013 -0.0417
C -1.7231 -2.2102 0.3560
O -1.3461 -1.3553 1.4611
H -1.6422 -1.8605 -0.6732
H -1.0047 -3.0300 0.3567
H -2.7736 -2.4828 0.4575
H -0.5248 -0.9775 1.1379
C 2.8287 0.1479 -0.9037
O 2.6922 1.3961 -1.5978
H 3.8904 -0.0951 -0.8610
H 2.5145 0.3413 0.1220
H 2.3063 -0.7012 -1.3444
H 3.4314 1.9434 -1.3229
C 0.7451 -2.3038 -1.4543
O 1.6086 -1.6313 -0.5715
H 1.0723 -2.2558 -2.4930
H 0.8139 -3.3593 -1.1911
H -0.2904 -1.9681 -1.5098
H 2.4696 -2.0557 -0.5758
C 1.6593 1.6524 3.1183
O 2.2025 2.2323 2.0104
H 1.8129 2.2938 3.9861
H 0.6040 1.4201 2.9750
H 2.0792 0.7081 3.4649
H 1.6032 2.9003 1.6696